Below is C4H9N2P in the gas phase at a distorted geometry, with properties calculated with wB97M-V/def2-TZVPD.

Element x y z (Å)
1 C 2.16417 -0.33180 0.23530
2 C 0.91042 0.54366 0.56478
3 C -0.10752 0.14509 -0.53653
4 C -0.76954 -1.26280 -0.38766
5 N -1.97220 -1.30070 0.05414
6 P -2.75895 0.13565 0.30177
7 N -1.51151 1.08027 -0.38906
8 H 1.83955 -1.29139 -0.03213
9 H 2.81995 -0.37463 1.09022
10 H 2.55107 0.12924 -0.62344
11 H 1.03640 1.59794 0.51442
12 H 0.66305 0.34104 1.59529
13 H 0.16973 0.55165 -1.56028
14 H -0.16329 -2.08105 -0.22233
15 H -3.78475 0.30053 -0.72891
16 H -1.08658 1.81731 0.12440

Forces on the atoms, in the same order (eV/Å):
-1.1 2.1 1.2
0.1 -2.2 -1.0
-3.9 2.1 -0.3
-1.1 3.4 1.5
0.7 -2.1 -1.4
-0.6 2.0 0.7
3.0 -1.4 -0.9
-0.3 -1.5 -0.2
0.5 0.0 -0.1
1.4 0.3 -1.1
0.7 0.9 -0.3
-1.0 -0.3 0.2
0.4 -1.3 1.2
1.2 -2.0 -0.4
0.8 -0.8 0.2
-0.6 0.9 0.8

Computed properties:
Max |F|   4.46 eV/A
Gap between HOMO and LUMO   0.320 Ha
Total charge   0
ΔE to the lowest compared entry with this formula, charge and spin   194.3 kJ/mol
SMILES string   CC[C@H]1C=NPN1